Entry 1:
Entry from OMol25: C6H12N6 as an isolated structure at a distorted geometry (ωB97M-V/def2-TZVPD).

Geometry as XYZ:
```
24
Properties=species:S:1:pos:R:3
C -2.080 -0.895 -0.035
C -0.097 -0.252 -0.216
C 2.068 0.507 0.417
C -0.850 -1.587 -0.489
C -1.672 1.659 0.548
C 1.707 0.920 -0.892
N 0.816 -0.142 0.816
N 4.569 -0.323 0.593
N 3.478 -0.675 0.403
N -1.438 0.302 0.126
N -3.368 -1.208 -0.033
N 0.574 0.426 -1.339
H 2.498 1.222 1.238
H -0.733 -2.435 0.182
H -0.915 -1.977 -1.458
H -1.211 1.729 1.523
H -1.334 2.295 -0.373
H -2.635 1.874 0.749
H 2.316 1.483 -1.602
H 0.825 -1.108 1.297
H 4.969 0.555 0.842
H -3.549 -2.132 -0.217
H -4.242 -0.696 0.270
H 0.302 0.458 -2.351
```

E_tot, eV: -15335.309
Total charge: +2
Gap between HOMO and LUMO (spin up / spin down), eV: 7.3 / 8.0
HOMO (spin up / spin down), eV: -14.55 / -17.98
2S+1: 3

Here are the Löwdin charges for atoms 1 to 8, given in e: atom 1 (C): -0.1891, atom 2 (C): -0.4146, atom 3 (C): -0.1166, atom 4 (C): 0.0665, atom 5 (C): 0.0384, atom 6 (C): -0.0819, atom 7 (N): 0.1155, atom 8 (N): 0.2129


Entry 2:
Entry from OMol25: an isolated ion of composition C6H12NO and charge -1 at a distorted geometry (ωB97M-V/def2-TZVPD).

Geometry as XYZ:
```
20
Properties=species:S:1:pos:R:3
C -1.739 0.381 1.042
N -0.861 -0.180 0.027
C -0.437 -1.538 0.423
C 1.055 -1.636 0.083
C 1.443 -0.258 -0.560
C 0.336 0.660 -0.145
C 0.087 1.831 -1.193
O 1.168 2.193 -1.867
H -2.216 1.276 0.643
H -1.160 0.701 1.922
H -2.519 -0.331 1.335
H -0.528 -1.680 1.502
H -1.044 -2.200 -0.197
H 1.290 -2.426 -0.638
H 1.691 -1.823 0.947
H 2.393 0.014 -0.111
H 1.622 -0.368 -1.619
H 0.606 1.240 0.753
H -0.376 2.643 -0.553
H -0.811 1.501 -1.793
```

E_tot, eV: -9953.023
Total charge: -1
Gap between HOMO and LUMO, eV: 6.0
Structure (SMILES): CN1CCC[C@H]1C[O-]
HOMO, eV: -2.12

Here are the Löwdin charges for atoms 1 to 8, given in e: atom 1 (C): -0.1293, atom 2 (N): -0.1832, atom 3 (C): -0.2069, atom 4 (C): -0.1731, atom 5 (C): -0.1501, atom 6 (C): -0.3422, atom 7 (C): -0.5297, atom 8 (O): -0.3401


Entry 3:
Entry from OMol25: a 2-piece molecular cluster, C6H12NO overall at a distorted geometry (ωB97M-V/def2-TZVPD).

Geometry as XYZ:
```
20
Properties=species:S:1:pos:R:3
C 0.648 0.020 2.227
N -0.267 0.782 1.400
C -0.821 -0.096 0.313
C 0.129 -0.527 -0.741
C 1.182 0.260 -1.244
C 2.276 -0.387 -1.839
C -2.082 0.594 -0.309
O -3.231 0.007 0.066
H 1.230 0.662 2.902
H 1.325 -0.566 1.586
H 0.057 -0.636 2.882
H 0.284 1.437 0.847
H -1.231 -0.940 0.879
H -1.901 0.574 -1.414
H 0.356 -1.577 -0.888
H 1.201 1.347 -1.220
H 2.816 0.003 -2.695
H 2.230 -1.468 -1.726
H -1.991 1.658 -0.013
H -2.210 -1.146 -1.012
```

E_tot, eV: -9947.652
Total charge: -1
Gap between HOMO and LUMO, eV: 5.4
HOMO, eV: -2.46

Here are the Löwdin charges for atoms 1 to 8, given in e: atom 1 (C): -0.1692, atom 2 (N): -0.1055, atom 3 (C): -0.4281, atom 4 (C): -0.1729, atom 5 (C): -0.2482, atom 6 (C): -0.0764, atom 7 (C): -0.5667, atom 8 (O): -0.2188


Per-record energy relative to the best compared isomer or geometry (same formula, charge and spin), kcal/mol: 0.0, 7.4, 131.3